86
Properties=species:S:1:pos:R:3:mulliken_charge:R:1 method="wB97M-V/def2-TZVPD" total_charge=+2 s_squared=2.015 homo_lumo_gap_ev="7.73 / 3.80" multiplicity=3
N -5.120 2.527 -2.557 -0.552
C -4.968 2.735 -1.249 -0.557
C -3.899 2.172 -0.528 -0.229
C -2.904 1.493 -1.254 0.268
C -3.181 1.128 -2.587 -0.130
C -4.290 1.728 -3.205 -0.724
C -1.532 1.469 -0.705 -0.658
Pd -0.287 0.023 0.008 0.930
P 1.888 -0.471 0.188 0.281
C -0.439 1.186 -1.615 1.005
C 0.536 2.253 -1.938 0.114
C 1.181 2.227 -3.190 -0.532
C 2.140 3.182 -3.529 -0.640
C 2.535 4.155 -2.587 -0.257
C 1.792 4.275 -1.403 -0.651
C 0.777 3.352 -1.101 -0.333
Br 3.944 5.252 -2.918 -0.080
H -1.370 2.258 0.040 0.459
H -0.639 0.484 -2.420 0.443
H -3.793 2.388 0.534 0.450
H -2.510 0.524 -3.190 0.343
H -5.702 3.380 -0.749 0.402
H -4.445 1.566 -4.278 0.398
H 0.825 1.485 -3.902 0.495
H 0.145 3.525 -0.229 0.466
H 2.604 3.159 -4.514 0.475
H 1.966 5.120 -0.737 0.507
P -0.943 -2.230 -0.467 0.986
C 2.923 0.987 0.637 0.567
C 4.413 0.753 0.458 -1.557
H 2.686 1.298 1.663 0.314
H 2.567 1.781 -0.028 -0.404
H 4.986 1.546 0.960 0.404
H 4.743 -0.216 0.862 0.245
H 4.657 0.775 -0.606 0.366
C 2.564 -0.726 -1.504 0.082
C 3.933 -1.331 -1.853 -1.605
H 2.548 0.296 -1.923 0.024
H 1.810 -1.285 -2.076 0.212
H 3.920 -1.449 -2.948 0.423
H 4.790 -0.693 -1.612 0.342
H 4.116 -2.312 -1.397 0.304
C 2.375 -1.446 1.677 -0.237
C 3.683 -2.221 1.803 -1.627
H 1.526 -2.102 1.945 0.419
H 2.391 -0.661 2.458 0.222
H 3.527 -2.833 2.700 0.446
H 3.922 -2.875 0.963 0.288
H 4.544 -1.572 1.998 0.429
C -0.771 -3.439 0.907 -0.380
C -1.557 -4.737 0.720 -1.295
H -1.065 -2.906 1.826 0.061
H 0.308 -3.659 0.988 0.450
H -2.640 -4.567 0.744 0.300
H -1.314 -5.230 -0.226 0.290
H -1.305 -5.432 1.527 0.452
C -0.159 -3.095 -1.885 -0.891
C -0.668 -2.692 -3.265 -1.101
H -0.296 -4.174 -1.713 0.513
H 0.920 -2.900 -1.812 0.368
H -1.696 -3.038 -3.444 0.341
H -0.634 -1.604 -3.415 0.085
H -0.028 -3.146 -4.034 0.442
C -2.723 -2.084 -0.875 -0.665
C -3.592 -1.742 0.334 -1.129
H -3.053 -3.012 -1.368 0.629
H -2.786 -1.265 -1.616 0.174
H -4.640 -1.675 0.010 0.465
H -3.529 -2.507 1.117 0.294
H -3.304 -0.774 0.777 -0.033
C -0.820 -0.947 4.752 -0.854
O -0.693 -0.937 3.312 -0.190
P -0.620 0.416 2.406 0.444
O -1.939 1.282 2.734 0.032
C -2.350 1.804 4.039 -0.849
O 0.636 1.250 3.047 -0.326
C 0.785 2.684 2.988 -0.698
H -0.539 -1.955 5.057 0.289
H -1.853 -0.745 5.052 0.304
H -0.134 -0.236 5.227 0.344
H -3.200 1.196 4.399 0.294
H -1.521 1.785 4.770 0.377
H -2.664 2.837 3.854 0.273
H -0.134 3.198 2.668 0.337
H 1.049 3.020 4.003 0.260
H 1.596 2.965 2.298 0.258